1.
ORCA calculation (ωB97M-V with the def2-TZVPD basis set) on a structure of composition C24H27ClN4O at a distorted geometry.

LUMO level (eV): 0.29
Relative energy (zero: lowest compared OMol25 entry of this formula, charge and spin) (kcal/mol): 454.1

Structure (XYZ):
```
57
Properties=species:S:1:pos:R:3:forces:R:3
C 2.19507 -1.95519 1.24538 0.406 -1.408 2.196
C 1.17290 -0.97629 1.75140 2.338 4.693 1.160
C -0.12081 -1.03318 2.16298 6.108 10.284 0.612
C -0.42834 0.39345 2.59900 3.029 -5.529 -2.383
N 0.43991 1.25735 2.43375 7.273 0.333 -1.976
N 1.63231 0.50560 1.88733 -3.293 -3.109 0.964
C 2.98696 1.07295 1.51931 -11.438 4.846 -9.019
H 2.65728 2.17426 1.46219 1.819 -1.300 1.072
H 2.93355 0.90201 0.27059 1.102 0.040 3.228
H 3.62869 0.61283 1.99389 7.022 -3.544 4.687
H -1.21698 0.89001 2.81083 -6.486 1.846 2.024
C -1.01040 -1.94891 2.31676 -4.625 -10.389 6.673
N -1.72117 -2.40526 1.29348 5.826 -4.393 -7.405
C -2.97311 -2.30361 0.97466 -9.067 1.956 3.832
C -3.54508 -2.02628 -0.41521 18.283 0.509 1.435
H -4.32329 -2.37563 -0.48037 -14.556 -6.129 -1.553
H -3.38116 -1.06767 -0.50291 -0.003 5.047 -1.436
C -2.43779 -2.85451 -1.29722 -4.214 -0.391 -4.286
C -1.43074 -2.14794 -2.10951 3.693 4.660 5.582
O -0.85810 -2.30977 -3.14111 -0.951 -0.976 -1.033
N -0.90495 -1.04334 -1.19015 2.089 -0.425 -2.800
C 0.34914 -0.11563 -1.60780 -7.786 -2.320 4.019
C 1.26031 -0.52971 -2.52083 3.334 4.332 1.321
C 2.31509 0.44348 -2.78122 -7.867 1.744 1.843
C 1.83414 1.80040 -2.48098 8.251 -1.560 -0.696
C 0.96613 1.99971 -1.44351 -1.216 4.435 2.522
C 0.03642 1.08962 -0.85595 15.602 -3.762 -10.067
H -0.74933 1.34413 -0.53858 -10.936 3.027 5.302
C 0.98368 3.50965 -0.89009 -2.376 -5.819 1.884
C 0.55627 3.70320 0.41101 1.213 5.323 -5.179
C 0.35649 5.08543 0.64627 0.038 -1.018 4.247
C 0.49225 6.18997 -0.10852 1.734 -2.657 -4.285
C 0.97066 5.79657 -1.46312 -1.622 7.724 1.723
C 1.04551 4.54139 -1.71508 2.678 -2.243 -6.680
H 1.33574 4.33119 -2.79796 -0.410 -0.096 1.430
H 1.17939 6.59240 -2.32109 -0.624 -1.709 2.164
H 0.33854 7.16952 0.18053 -0.195 1.624 0.775
Cl 0.21469 5.34701 2.42776 -0.514 0.336 -0.280
H 0.37521 2.97963 1.04321 -0.771 -3.294 3.468
H 2.91609 2.54559 -2.65380 -4.004 -1.452 0.544
H 3.04824 0.04010 -3.33590 3.052 -0.213 -1.991
H 1.51302 -1.45275 -2.84901 -0.431 -3.030 -0.694
H -1.12766 -1.00739 -0.16979 0.249 -0.260 -1.506
C -1.94558 -4.05601 -0.48650 -2.913 -3.070 -7.363
C -1.14515 -3.54808 0.51101 1.411 -2.739 8.298
H -1.21012 -4.62728 1.37537 0.395 2.711 -1.446
H -0.07887 -3.62883 0.37343 0.219 1.044 -0.377
H -1.37915 -4.83015 -1.17502 -0.504 1.808 1.158
H -2.89111 -4.69861 -0.41948 1.186 1.066 1.403
H -3.00502 -3.10263 -2.26809 -0.134 -1.062 1.530
H -3.57511 -3.16709 1.41880 0.182 0.305 -0.356
H -3.37065 -1.41320 1.59021 0.214 -1.137 -0.454
H -1.86613 -2.00321 3.07061 1.607 1.715 0.461
H -0.32401 -3.03377 2.88254 -1.830 2.308 -1.504
H 1.83184 -3.01305 1.59955 0.794 1.790 -1.040
H 3.33844 -1.84997 1.56735 -2.731 0.180 -0.423
H 2.11583 -1.79254 0.19959 0.350 -0.655 -1.324
```
Forces are in eV/Å.

2.
ORCA calculation (ωB97M-V with the def2-TZVPD basis set) on a cluster of 3 separate species, C24H27FN2O11S2 in total at a distorted geometry.

SMILES: C[C@H](F)c1c(CCC(N)=O)cc2c(c1Cc1ccccc1)C(=O)NC2=O.O=S1(=O)OCCO1.O=S1(=O)OCCO1
LUMO level (eV): -1.43

Structure (XYZ):
```
67
Properties=species:S:1:pos:R:3:forces:R:3
C 2.63871 -1.42492 1.65850 0.281 -0.369 -0.459
C 3.19591 -0.15123 0.84575 0.330 -0.625 -0.283
F 3.35621 1.03459 1.68563 -0.637 -1.749 -1.330
C 2.28830 0.14068 -0.45005 -1.560 0.900 -2.596
C 2.74027 -0.38479 -1.86599 -2.549 2.023 0.178
C 4.05392 -1.25379 -2.12532 -1.357 -0.928 -0.126
C 3.53860 -2.72108 -2.61747 -0.474 -0.697 0.106
C 2.78401 -3.51271 -1.43000 1.371 -1.320 3.000
N 1.34674 -3.78438 -1.39727 1.393 2.165 -0.885
O 3.47088 -3.95896 -0.45612 -2.165 1.895 -3.467
C 1.86857 -0.06878 -3.13976 -1.161 1.103 2.717
C 0.56378 0.74434 -3.02904 1.955 -0.766 3.037
C 0.11011 1.24886 -1.62926 2.605 -1.584 -0.271
C 0.94353 0.94583 -0.33156 0.718 -0.341 -2.770
C 0.33641 1.49586 1.03508 -1.496 -1.143 -0.330
C -1.05333 0.68423 1.27640 -2.883 -2.152 0.112
C -2.30215 1.30832 1.95781 -0.172 -3.904 -1.127
C -3.58093 0.44300 2.14297 2.052 -1.271 -1.221
C -3.71415 -1.03257 1.65359 3.955 2.104 -0.775
C -2.48513 -1.64595 0.94434 -0.083 3.492 1.512
C -1.17550 -0.79457 0.77930 -2.808 0.695 1.297
C -1.24291 2.06575 -1.80784 0.461 0.101 1.297
O -2.01208 2.59670 -0.93808 3.313 -2.234 -4.551
N -1.36856 2.08946 -3.30024 -1.848 -0.904 0.959
C -0.51951 1.18969 -4.10809 0.164 -0.533 0.157
O -0.70104 0.88024 -5.30069 0.673 1.209 4.357
H 2.58553 -1.27945 2.78759 -0.080 0.139 -1.592
H 1.62210 -1.74734 1.22031 1.567 0.551 1.028
H 3.37985 -2.29671 1.48611 -1.306 1.383 0.179
H 4.27358 -0.42466 0.53221 -1.842 0.788 0.304
H 4.67238 -0.79246 -2.96603 -0.827 -0.583 1.243
H 4.68900 -1.45377 -1.20150 -0.896 0.595 -1.241
H 4.42707 -3.38808 -2.92226 -1.357 1.114 0.527
H 2.81972 -2.63152 -3.49864 1.068 -0.002 1.074
H 0.84067 -3.27290 -2.14712 0.538 -0.496 0.632
H 0.94367 -3.47201 -0.49424 0.567 -0.740 -0.562
H 2.22202 -0.45385 -4.16087 -0.617 0.714 1.747
H 0.06432 2.60842 0.92417 0.586 -1.715 0.225
H 0.96880 1.29262 1.95994 -0.499 0.470 -1.537
H -2.30221 2.38181 2.33700 0.057 -1.690 -0.655
H -4.48264 0.91077 2.67065 1.539 -0.706 -0.893
H -4.64448 -1.67596 1.79393 1.398 1.285 -0.134
H -2.56506 -2.73031 0.56857 0.402 1.966 0.615
H -0.31170 -1.34859 0.25602 -1.407 1.299 0.914
H -2.38330 2.01091 -3.51468 1.024 0.437 -0.382
O -6.62113 6.77647 -3.97328 0.624 -0.676 -0.591
S -5.54029 5.99370 -4.49460 -0.022 0.019 0.064
O -5.47290 5.57661 -5.86212 -0.197 0.508 0.917
O -5.35452 4.69119 -3.54521 -0.160 0.815 -0.217
C -4.02893 4.66902 -3.01035 0.529 -0.069 -0.028
C -3.60619 6.12966 -2.94027 -0.076 -0.092 0.670
O -4.14699 6.73253 -4.11521 -0.440 -0.614 -0.458
H -3.39089 4.10729 -3.69835 0.014 0.091 0.039
H -4.01886 4.18688 -2.03201 -0.193 0.033 -0.126
H -2.52292 6.24691 -2.91156 -0.129 0.073 -0.248
H -4.04889 6.62733 -2.07245 0.071 -0.089 0.013
O -0.47030 -2.48783 5.23388 0.672 -0.702 -0.595
S 0.61386 -3.27621 4.73030 -0.181 0.062 0.086
O 0.69527 -3.70808 3.36776 -0.169 0.533 0.880
O 0.79108 -4.56878 5.69507 -0.124 0.829 -0.206
C 2.11099 -4.58234 6.24006 0.608 -0.142 -0.116
C 2.53578 -3.12297 6.30215 -0.127 -0.039 0.654
O 2.00499 -2.53238 5.11579 -0.396 -0.612 -0.452
H 2.75346 -5.15213 5.56282 0.009 0.039 0.066
H 2.11213 -5.05438 7.22314 -0.246 0.051 -0.125
H 3.61889 -3.00609 6.33890 -0.128 0.077 -0.255
H 2.08637 -2.61717 7.16178 0.066 -0.068 0.001
```
Forces are in eV/Å.

3.
ORCA calculation (ωB97M-V with the def2-TZVPD basis set) on the molecule C24H27FN4O2.

SMILES: Cc1nc2ccccn2c1CN(C)C(=O)[C@@H]1CCC(=O)N(CCc2cccc(F)c2)C1
LUMO level (eV): 0.46
Relative energy (zero: lowest compared OMol25 entry of this formula, charge and spin) (kcal/mol): 25.0

Structure (XYZ):
```
58
Properties=species:S:1:pos:R:3:forces:R:3
C -5.21251 -0.83656 -1.31469 0.133 -0.014 0.016
C -4.26497 0.06592 -0.60486 0.600 0.131 -0.093
N -4.70088 0.93211 0.33140 -0.403 0.205 0.297
C -3.63328 1.58369 0.76119 0.055 -0.288 -0.233
C -3.51824 2.58294 1.73658 0.345 0.288 0.209
C -2.28372 3.10045 2.01136 -0.414 -0.066 0.028
C -1.14772 2.64246 1.31268 0.079 -0.205 -0.217
C -1.26490 1.67598 0.36064 0.637 0.462 0.241
N -2.48585 1.14658 0.09937 -0.633 0.197 0.321
C -2.89390 0.17389 -0.77531 -0.464 -0.499 -0.549
C -1.95675 -0.59422 -1.63914 0.087 0.325 0.101
N -1.25590 -1.63569 -0.88551 -0.191 0.069 -0.260
C -2.09271 -2.72838 -0.45757 -0.078 -0.137 0.184
C 0.04633 -1.43771 -0.58518 0.080 -0.442 0.002
O 0.65238 -0.47204 -1.01799 0.209 0.159 0.053
C 0.74628 -2.46104 0.31054 0.270 0.060 0.008
C 0.28756 -2.33103 1.76392 -0.096 0.063 -0.067
C 0.56157 -0.91347 2.23936 0.033 -0.046 0.071
C 1.98109 -0.44124 1.98753 -0.381 -0.084 0.212
O 2.44314 0.48534 2.62980 -0.018 0.340 0.270
N 2.69727 -1.08449 1.03995 0.294 -0.117 -0.133
C 4.08129 -0.69981 0.84617 0.244 0.202 0.037
C 4.38381 -0.10440 -0.53659 -0.087 -0.102 0.158
C 3.40157 0.94698 -0.97719 0.033 0.058 -0.215
C 2.87117 0.90937 -2.26036 0.122 0.033 -0.026
C 1.97097 1.86688 -2.69047 0.056 -0.005 -0.006
C 1.58423 2.89084 -1.84550 -0.063 0.113 0.148
C 2.12800 2.92367 -0.57564 0.048 -0.077 -0.091
F 1.76916 3.92958 0.25723 0.020 -0.051 -0.019
C 3.02618 1.97736 -0.12540 -0.123 0.154 0.009
C 2.25637 -2.22509 0.26867 -0.207 -0.239 -0.241
H -4.98657 -0.87588 -2.37871 -0.063 -0.077 -0.089
H -6.22229 -0.46307 -1.17363 -0.064 -0.006 -0.038
H -5.16113 -1.84820 -0.91223 -0.060 -0.100 -0.024
H -4.41275 2.90947 2.23995 -0.095 0.030 0.054
H -2.16603 3.86660 2.76114 -0.025 0.077 0.086
H -0.17897 3.05728 1.53177 0.161 -0.005 -0.067
H -0.42320 1.30605 -0.20657 0.013 -0.094 -0.065
H -2.51487 -1.06887 -2.45103 0.037 0.058 0.049
H -1.19011 0.06047 -2.06210 -0.143 -0.145 -0.060
H -2.70763 -3.04876 -1.30157 0.012 -0.050 0.037
H -1.50396 -3.57640 -0.12244 -0.003 -0.007 0.011
H -2.76141 -2.41494 0.34964 -0.024 -0.065 -0.014
H 0.55807 -3.47011 -0.06993 0.026 0.078 0.046
H -0.77316 -2.55874 1.87429 0.016 -0.054 0.032
H 0.84846 -3.04344 2.37455 -0.049 -0.047 -0.018
H -0.10036 -0.20444 1.73393 0.010 0.017 0.065
H 0.37559 -0.81390 3.31049 0.052 0.075 -0.099
H 4.30148 0.03207 1.62524 0.049 -0.177 -0.099
H 4.71897 -1.57942 1.00101 -0.014 0.079 0.032
H 4.41633 -0.89717 -1.28687 0.055 0.053 -0.041
H 5.38427 0.33550 -0.48692 0.033 -0.110 -0.034
H 3.15746 0.11332 -2.93241 0.023 -0.116 -0.032
H 1.56177 1.81273 -3.68827 -0.037 0.004 -0.084
H 0.87819 3.64724 -2.15078 -0.055 0.097 -0.007
H 3.39748 2.04384 0.88452 0.026 0.009 0.153
H 2.76996 -3.12425 0.64298 -0.076 0.056 -0.093
H 2.55737 -2.06587 -0.77106 0.005 -0.066 0.085
```
Forces are in eV/Å.

4.
ORCA calculation (ωB97M-V with the def2-TZVPD basis set) on the molecule C24H27FN4O4.

SMILES: COC(=O)c1[nH]c2cccc(OC)c2c1NC(=O)CCN1CCN(c2ccccc2F)CC1
LUMO level (eV): 0.49
Relative energy (zero: lowest compared OMol25 entry of this formula, charge and spin) (kcal/mol): 2.3

Structure (XYZ):
```
60
Properties=species:S:1:pos:R:3:forces:R:3
C 1.07236 3.15024 -3.81044 -0.033 0.359 -0.266
O 1.18028 1.74533 -3.64553 0.196 -0.388 0.009
C 1.11728 0.99978 -4.75331 0.092 0.284 -0.156
O 1.12083 1.44378 -5.88138 -0.057 -0.119 0.123
C 1.14160 -0.43280 -4.47328 -0.071 -0.309 0.601
N 1.46322 -1.29086 -5.50422 -0.027 0.252 -0.183
C 1.52614 -2.56217 -5.04338 -0.068 -0.184 0.615
C 1.82584 -3.75690 -5.69624 0.051 -0.242 -0.122
C 1.81353 -4.90506 -4.94199 0.028 0.235 -0.302
C 1.52141 -4.89931 -3.57183 -0.114 -0.082 0.558
C 1.22633 -3.72426 -2.91142 0.043 -0.052 -0.262
O 0.94552 -3.60610 -1.57815 0.045 0.323 -0.376
C 0.91384 -4.77873 -0.79936 0.006 -0.251 0.175
C 1.22099 -2.53306 -3.66162 0.034 -0.064 -0.158
C 0.96180 -1.17503 -3.32139 0.059 0.367 -0.711
N 0.55708 -0.74654 -2.06491 0.333 -0.190 0.133
C -0.45742 0.14387 -1.84168 -0.303 -0.098 0.399
O -1.07779 0.69240 -2.72280 -0.151 0.096 -0.070
C -0.67702 0.42218 -0.37119 0.086 0.322 -0.019
C 0.38123 1.45380 0.08730 -0.073 -0.166 -0.072
N 0.28497 1.90039 1.45469 0.018 0.058 0.081
C 0.48830 0.87344 2.45597 0.171 0.154 0.217
C 0.70430 1.54205 3.81995 0.136 -0.515 -0.219
N -0.44335 2.35377 4.17036 0.297 0.251 0.122
C -1.49582 1.81850 4.89008 -0.237 -0.123 0.314
C -2.84078 2.04541 4.56685 0.154 -0.010 -0.057
C -3.87521 1.55938 5.34343 -0.133 -0.052 0.103
C -3.62030 0.81309 6.47918 -0.029 0.029 -0.033
C -2.30441 0.57702 6.83793 0.101 0.029 -0.102
C -1.28103 1.08070 6.06557 -0.019 -0.139 0.086
F -0.01390 0.84886 6.50727 -0.161 0.157 -0.145
C -0.68037 3.33740 3.13791 -0.247 0.076 -0.235
C -0.89331 2.68489 1.76657 0.069 0.187 0.173
H 0.02665 3.44340 -3.69876 0.053 -0.018 0.005
H 1.67815 3.61010 -3.03160 -0.046 -0.043 -0.027
H 1.42885 3.44166 -4.80053 -0.028 0.037 0.179
H 1.60553 -0.96948 -6.44775 -0.013 -0.023 0.059
H 2.05704 -3.77405 -6.74914 0.034 -0.037 -0.128
H 2.03826 -5.85176 -5.40957 0.025 -0.065 -0.061
H 1.53474 -5.84003 -3.04546 -0.008 -0.062 0.099
H 1.88855 -5.27594 -0.78582 -0.044 0.020 -0.020
H 0.15323 -5.47730 -1.16012 0.038 0.034 -0.005
H 0.65884 -4.45892 0.21004 0.020 -0.068 -0.059
H 0.82868 -1.36506 -1.31293 -0.128 0.168 -0.015
H -1.67552 0.84117 -0.24639 0.001 -0.115 -0.054
H -0.58981 -0.49239 0.21704 -0.030 -0.049 0.032
H 1.37802 1.02438 -0.05105 -0.027 0.057 -0.071
H 0.30305 2.33446 -0.55530 0.052 -0.036 -0.057
H -0.37507 0.18696 2.53306 0.070 -0.016 -0.006
H 1.37473 0.29350 2.19037 0.000 -0.060 -0.009
H 1.57653 2.19987 3.75885 0.010 -0.080 -0.011
H 0.89323 0.78139 4.57188 -0.021 0.093 0.012
H -3.08931 2.60864 3.68198 0.037 0.038 -0.097
H -4.89380 1.76081 5.04669 -0.077 0.023 -0.031
H -4.42657 0.42660 7.08163 -0.075 -0.038 0.062
H -2.05342 0.01871 7.72640 0.068 -0.047 0.080
H 0.21758 3.96177 3.08199 -0.092 0.021 -0.049
H -1.52258 3.97300 3.40966 0.039 0.007 0.005
H -1.80719 2.06678 1.79245 0.000 0.056 -0.039
H -1.01453 3.45625 1.00342 -0.054 0.005 -0.014
```
Forces are in eV/Å.

Which formula does entry 1 have?
C24H27ClN4O

The highest LUMO level belongs to which entry?
C24H27FN4O4

Which of these has the highest LUMO level?
C24H27FN4O4